No. 1
The following is a DFT calculation (wB97M-V/def2-TZVPD) of one molecule with the formula C5H8N2O4.

Calculated values
**E_tot**: -16482.235 eV
**Maximum force**: 2.2 eV Å⁻¹
**SMILES**: O=NN1C[C@@H](O)C[C@H]1C(=O)O

```
19
Properties=species:S:1:pos:R:3:forces:R:3
O 1.096023 1.796357 -1.228426 -1.2 -0.3 0.3
O 2.622549 -1.144954 -0.999625 0.1 -0.5 -0.1
O 3.092233 0.628262 0.219465 0.7 -0.5 0.2
O -1.939216 -0.068492 -1.372946 -1.1 0.6 0.4
N 0.040609 1.753389 -0.636809 1.1 1.2 -0.4
N 0.061832 1.020026 0.516410 0.8 -1.8 -1.0
C 2.282126 -0.337880 -0.196581 -1.6 0.5 -0.2
C -1.544307 -0.589954 -0.103384 -0.9 -0.2 -0.1
C -0.189572 -1.308744 -0.263167 -0.1 0.8 0.4
C -1.312122 0.593339 0.816241 0.9 0.0 1.0
C 0.830890 -0.330933 0.403239 -0.5 0.2 0.9
H 0.064495 -1.404158 -1.308731 -0.1 -0.2 -0.3
H -1.938268 1.442147 0.607637 -0.5 0.2 -0.1
H -2.673565 0.577550 -1.180803 1.1 -1.0 -0.6
H -1.382671 0.362092 1.893802 0.0 -0.1 -0.5
H 0.872174 -0.586399 1.471407 0.5 -0.2 -0.2
H -2.340183 -1.246404 0.313891 0.5 0.2 -0.3
H -0.259805 -2.304705 0.192899 0.5 0.4 0.0
H 2.616779 1.149469 0.855476 -0.3 0.8 0.5
```
Positions in Å, forces in eV/Å.

No. 2
The following is a DFT calculation (wB97M-V/def2-TZVPD) of one molecule with the formula C5H8N2O4.

Calculated values
**E_tot**: -16480.268 eV
**Maximum force**: 4.4 eV Å⁻¹
**SMILES**: C=N[C@@H](C/C=[N+](/[O-])O)C(=O)O

```
19
Properties=species:S:1:pos:R:3:forces:R:3
O -3.128551 0.844742 0.372477 -0.1 1.0 0.0
O -3.594921 -1.201346 -0.279008 -0.7 -1.5 -0.3
O 1.379563 2.595985 -0.456123 0.0 0.7 -0.4
O 2.533155 1.272523 0.902561 1.0 0.6 0.9
N -2.682573 -0.462869 0.044574 -2.1 1.8 0.4
N 1.519664 -0.871243 0.144965 -0.1 -1.0 -0.4
C 0.838124 0.267860 -0.378854 0.1 2.0 3.9
C -0.431501 0.532954 0.432644 -3.8 -1.7 0.6
C 2.045887 -1.667523 -0.673399 1.4 -1.2 -1.4
C 1.619807 1.522446 -0.008438 0.2 -0.6 0.2
C -1.442622 -0.630332 0.211224 2.4 0.3 -0.3
H 2.636419 -2.574118 -0.331416 -0.8 1.2 -0.1
H -1.129484 -1.660458 0.139807 0.1 0.0 -0.2
H 0.793615 0.400459 -1.380067 -0.9 -0.5 -3.5
H 2.459546 0.330794 1.141338 0.2 0.0 0.1
H -4.086343 0.926485 0.143265 1.0 -0.9 -0.1
H -1.058866 1.450643 0.237365 1.5 -0.7 -0.1
H -0.360950 0.436431 1.548293 1.1 0.6 -0.9
H 2.090031 -1.513433 -1.811206 -0.5 -0.1 1.5
```
Positions in Å, forces in eV/Å.

No. 3
The following is a DFT calculation (wB97M-V/def2-TZVPD) of a 3-piece molecular cluster, C5H8N2O4S overall.

Calculated values
**E_tot**: -27313.226 eV
**2S+1**: 3
**Maximum force**: 5.9 eV Å⁻¹

```
20
Properties=species:S:1:pos:R:3:forces:R:3
S -3.681942 -0.136990 0.475030 2.7 1.4 4.3
O -4.656403 -1.041634 0.031030 -3.6 -3.2 -2.0
O -3.369381 0.980778 -0.403820 0.6 2.7 -2.4
O 1.277603 -0.832466 -0.984022 -0.8 0.0 -0.8
O 2.501768 -0.209571 0.738253 0.8 -0.4 1.5
N -1.176032 2.702900 0.060631 1.5 -3.7 -4.4
N -1.458044 -1.600386 0.081451 1.1 -2.3 -1.7
C 3.322823 -1.466074 0.626615 -0.4 0.4 0.6
C 0.629081 1.087558 0.284999 0.9 0.0 2.1
C -0.427921 1.605322 -0.416152 -2.7 3.8 -0.4
C -1.191523 -2.252586 -0.855279 -0.5 2.5 2.0
C 1.437351 -0.081467 -0.060178 1.2 -0.9 -1.0
H -0.768766 1.500402 -1.447370 0.7 -1.3 0.3
H -1.130694 2.883732 0.974430 0.1 1.2 4.4
H 0.972847 1.463238 1.291130 -0.9 0.1 -1.2
H 4.183991 -1.179038 -0.045197 -1.2 -0.8 0.4
H -0.835347 -2.487576 -1.825593 -0.1 -0.6 -0.3
H -1.994814 3.018277 -0.456621 0.2 -0.4 0.1
H 2.558994 -2.247174 0.253422 1.9 1.0 0.5
H 3.806406 -1.707240 1.677250 -1.5 0.6 -2.1
```
Positions in Å, forces in eV/Å.

No. 4
The following is a DFT calculation (wB97M-V/def2-TZVPD) of a 2-piece molecular cluster, C5H8N2OS2 overall.

Calculated values
**E_tot**: -32005.394 eV
**2S+1**: 3
**Maximum force**: 5.3 eV Å⁻¹

```
18
Properties=species:S:1:pos:R:3:forces:R:3
S -2.696920 -2.249599 1.027787 -1.1 1.0 -2.0
S 1.127613 0.273378 -0.535172 1.5 1.3 1.2
O 0.238797 -0.332510 -1.488956 -2.0 -1.4 -1.5
N -1.844563 -2.243706 3.329578 -1.6 0.9 -1.7
N -2.796183 -1.747766 2.594665 0.9 -0.5 2.5
C -1.331136 -3.200962 1.338800 1.8 -1.6 -0.7
C 2.219904 1.365925 -1.480326 -3.2 0.3 2.3
C -1.076913 -3.139026 2.662886 1.7 -0.8 2.3
C 0.110238 2.766900 -1.522210 -2.9 -3.9 -2.1
C 1.183542 2.109329 -0.739893 -1.5 -1.3 -1.7
H 2.066693 1.211985 -2.461157 -0.7 -0.4 -3.4
H -0.281884 2.079016 -2.412375 1.3 1.0 1.6
H -0.734572 -3.738974 0.557635 -0.9 0.6 1.0
H -0.318032 -3.642225 3.325112 -0.7 0.5 -1.4
H -0.887476 2.953592 -1.112662 0.7 0.4 0.9
H 3.158444 1.371568 -1.214546 4.9 0.2 1.5
H 0.525116 3.559719 -2.008233 0.8 2.7 -1.2
H 1.337332 2.603357 0.139069 1.2 1.0 2.3
```
Positions in Å, forces in eV/Å.

No. 5
The following is a DFT calculation (wB97M-V/def2-TZVPD) of one molecule with the formula C5H8N2S.

Calculated values
**E_tot**: -19125.017 eV
**Maximum force**: 3.2 eV Å⁻¹

```
16
Properties=species:S:1:pos:R:3:forces:R:3
S -2.351022 0.206372 1.052400 -1.2 -0.3 -0.7
N 3.216468 -1.265399 -0.157519 0.1 -0.8 -0.3
N 2.097576 -0.515147 -0.024167 0.3 -1.2 0.2
C -3.041218 -1.017018 -0.190467 -1.5 -0.1 2.8
C 2.222674 0.733904 0.165414 1.6 0.5 -0.1
C 1.201772 1.706826 0.456543 -1.8 1.8 0.9
C -0.984224 0.562234 0.278484 0.9 1.0 -0.3
C -0.171723 1.701639 0.647488 0.2 0.0 0.3
H 3.278858 1.114227 0.170587 -0.9 0.1 0.1
H 1.604866 2.707756 0.674696 0.2 -0.6 0.0
H -3.535778 -1.802731 0.398306 1.1 -0.6 0.2
H -3.967995 -0.776351 -0.695981 0.5 1.3 -0.9
H 3.078089 -2.259149 -0.318417 -0.3 0.7 0.2
H -0.704056 2.651987 1.097689 1.3 -1.7 -1.1
H -2.140063 -1.250599 -0.686038 0.4 -0.7 -1.1
H 4.203925 -1.009352 -0.015375 -1.0 0.7 0.0
```
Positions in Å, forces in eV/Å.

No. 6
The following is a DFT calculation (wB97M-V/def2-TZVPD) of one molecule with the formula C5H8N2S.

Calculated values
**E_tot**: -19127.842 eV
**Maximum force**: 3.2 eV Å⁻¹
**SMILES**: C=C[C@H]1CC(=S)N1N

```
16
Properties=species:S:1:pos:R:3:forces:R:3
S 2.970276 0.263473 -1.282402 -1.0 0.0 0.2
N 0.331946 -1.695362 -1.140594 -0.7 -1.7 0.6
N 0.374670 -0.440394 -0.655507 2.6 1.8 0.2
C 0.522832 1.585159 -0.234334 1.0 -0.4 -0.6
C -1.403733 0.215110 0.897597 -0.5 -0.2 1.7
C -1.148031 -0.718773 1.837043 0.9 0.8 -2.7
C 1.414721 0.450177 -0.764881 -0.2 -0.4 0.1
C -0.634173 0.532025 -0.339897 -1.0 0.3 0.0
H -1.672139 -0.707650 2.747432 -0.6 -0.2 0.9
H -0.379400 -1.459360 1.642907 0.0 0.0 0.3
H 0.827128 -1.684331 -1.997007 0.6 -0.2 -1.2
H -1.253922 0.766215 -1.236372 0.0 -0.2 0.7
H 0.825985 -2.351695 -0.521196 -0.3 0.4 -0.2
H 0.931130 1.895593 0.721135 -0.6 -0.2 0.5
H -2.211984 0.879896 1.192256 0.0 0.3 -0.5
H 0.504695 2.469916 -0.866180 -0.3 -0.1 -0.2
```
Positions in Å, forces in eV/Å.

No. 7
The following is a DFT calculation (wB97M-V/def2-TZVPD) of one molecule with the formula C5H8N2S.

Calculated values
**E_tot**: -19127.007 eV
**Maximum force**: 6.6 eV Å⁻¹

```
16
Properties=species:S:1:pos:R:3:forces:R:3
S 1.856112 -1.120618 -2.472683 0.5 -0.6 -1.0
N 0.861965 -0.120216 -1.624804 -1.7 -0.9 5.7
N -0.351453 0.566555 0.253795 1.8 -0.7 1.0
C 0.389437 -1.862755 0.507443 0.2 -0.6 -0.5
C -1.014582 0.752970 1.571291 1.2 -6.5 0.2
C -0.195183 1.562614 -0.647764 -1.1 1.5 -0.8
C 0.426660 -0.518830 -0.051624 -0.1 3.2 -5.8
C 0.389326 1.144296 -1.814461 1.1 -0.6 -0.9
H -0.291841 0.318718 2.382995 -1.2 1.5 -1.3
H 0.709580 -1.808040 1.554045 -0.1 -0.4 -0.2
H 0.541822 1.661781 -2.834940 -0.1 -0.8 2.2
H 0.977902 -2.608798 -0.080073 0.0 1.0 0.4
H -1.348019 1.705781 1.660119 -0.8 2.7 0.6
H -0.441668 2.589971 -0.415609 -0.4 -0.3 0.0
H -0.630459 -2.223597 0.392886 -0.3 -0.2 0.5
H -1.879597 -0.039833 1.619386 1.2 1.8 -0.2
```
Positions in Å, forces in eV/Å.

No. 8
The following is a DFT calculation (wB97M-V/def2-TZVPD) of one molecule with the formula C5H8N2S.

Calculated values
**E_tot**: -19128.195 eV
**Maximum force**: 1.4 eV Å⁻¹
**SMILES**: [H]/N=C\N(S)C(=C)C=C

```
16
Properties=species:S:1:pos:R:3:forces:R:3
S 1.728804 -0.995581 0.235963 -0.3 0.0 -0.3
N -0.010295 2.352638 -0.809459 0.2 -0.6 0.2
N 0.530928 0.206150 0.137754 0.3 0.1 -0.3
C 0.772353 1.377220 -0.592563 0.7 0.3 -0.4
C -1.697918 -0.823345 -0.172435 -0.8 -0.1 0.3
C -0.770894 -0.056913 0.665516 0.0 0.2 0.8
C -1.086192 0.404652 1.883676 -1.2 -0.6 -0.2
C -1.495810 -1.126387 -1.447582 0.9 0.3 -0.2
H -0.913587 2.175572 -0.373740 -0.2 0.1 0.0
H -0.394193 0.959706 2.493200 0.2 0.1 0.0
H 1.803633 1.404457 -1.005403 -0.7 -0.1 0.3
H -2.199893 -1.698924 -2.019514 -0.3 -0.1 -0.1
H -2.104071 0.212576 2.304099 1.0 0.2 -0.4
H -0.575253 -0.809143 -1.967794 -0.5 -0.2 0.3
H 1.390130 -1.758017 -0.843679 0.1 0.2 0.3
H -2.641290 -1.119809 0.319707 0.6 0.1 -0.3
```
Positions in Å, forces in eV/Å.